DFT (the ωB97M-V functional and the def2-TZVPD basis) results for a 3-piece molecular cluster, C3H13N2O3 overall at a distorted geometry.

```
! wB97M-V def2-TZVPD RIJCOSX def2/J DEFGRID3
* xyz 1 1
N 1.069 1.756 0.985
C 1.028 0.414 1.651
C 0.010 -0.455 0.909
N 0.330 -0.725 -0.462
C 1.086 -1.987 -0.593
O -1.235 0.143 1.037
H 1.599 2.459 1.392
H 0.123 2.091 0.619
H 0.232 0.135 -0.987
H 2.072 0.032 1.555
H 0.734 0.373 2.705
H -0.038 -1.436 1.471
H 1.287 -2.329 -1.630
H 0.397 -2.672 -0.109
H 2.037 -2.060 -0.027
H -2.209 0.444 -1.973
H 0.067 1.880 -2.389
O -0.538 1.500 -1.708
H -1.619 0.129 0.112
H -3.654 -0.012 -1.394
O -2.778 0.321 -1.164
*
```

Properties
- orbital gap (eV) = 5.1

Results of the Löwdin charge analysis, in e, for atoms 1 through 5: atom 1 (N): 0.127, atom 2 (C): -0.088, atom 3 (C): -0.412, atom 4 (N): 0.129, atom 5 (C): 0.007

DFT (the ωB97M-V functional and the def2-TZVPD basis) results for a 4-piece molecular cluster, C3H13N2O4S overall at a distorted geometry.

```
! wB97M-V def2-TZVPD RIJCOSX def2/J DEFGRID3
* xyz 0 2
N -0.878 0.663 2.444
C -0.705 -0.623 1.761
C -1.623 -0.789 0.549
S -1.817 0.522 -0.572
C 0.768 -1.187 1.368
N 1.519 -0.261 0.790
O 1.051 -2.289 1.806
H -1.046 1.492 1.757
H -0.225 0.870 3.135
H -0.940 -1.494 2.503
H -1.259 -1.626 -0.014
H -2.705 -1.109 0.835
H 0.924 0.614 0.594
H 2.544 -0.268 0.758
H -0.169 2.024 -0.871
H 0.906 3.203 -0.735
O 0.570 2.399 -0.366
H 2.791 -1.705 -1.549
H 2.028 -0.775 -2.370
O 2.344 -1.654 -2.432
H -0.854 1.461 -2.720
H 0.716 1.177 -2.890
O -0.060 1.615 -3.256
*
```

Properties
- expectation value of S² = 0.75
- orbital gap (alpha / beta) (eV) = 9.3 / 6.2

Results of the Löwdin charge analysis, in e, for atoms 1 through 5: atom 1 (N): 0.039, atom 2 (C): -0.383, atom 3 (C): -0.592, atom 4 (S): 0.826, atom 5 (C): -0.543

DFT (the ωB97M-V functional and the def2-TZVPD basis) results for an isolated ion of composition C3H13N2Si and charge +1 at a distorted geometry.

```
! wB97M-V def2-TZVPD RIJCOSX def2/J DEFGRID3
* xyz 1 1
C 0.885 1.287 -2.057
N 0.198 0.187 -1.478
C 0.512 0.160 0.228
Si -0.723 1.288 1.189
N 0.544 -1.321 0.535
C -0.662 -1.947 0.982
H 1.893 0.965 -1.855
H 0.562 1.392 -3.063
H 0.641 2.154 -1.394
H -0.818 0.105 -1.518
H 1.485 0.488 0.329
H -0.673 2.726 1.191
H -0.939 0.660 2.551
H -1.953 1.271 0.312
H 0.747 -1.700 -0.447
H 1.352 -1.519 1.173
H -0.892 -1.808 2.137
H -1.492 -1.466 0.517
H -0.670 -2.921 0.667
*
```

Properties
- orbital gap (eV) = 10.1
- SMILES = CN[C@@H]([SiH3])[NH2+]C

Results of the Löwdin charge analysis, in e, for atoms 1 through 5: atom 1 (C): -0.133, atom 2 (N): -0.103, atom 3 (C): -0.341, atom 4 (Si): 0.726, atom 5 (N): -0.042

no.,total energy (Ha)
1,-456.83253
2,-930.69466
3,-520.74401